The molecule C6H9NS at a distorted geometry. Source: the OMol25 dataset; level of theory: ωB97M-V with the def2-TZVPD basis set.

Last column: natural (NBO) charge in e.
CARTESIAN COORDINATES (ANGSTROEM)
C1 -1.75 1.46 0.42  -0.61
C2 -0.64 0.49 0.08  -0.11
S1 -1.09 -1.11 -0.67  0.08
C3 -0.32 -0.69 0.92  -0.29
C4 1.18 -0.81 1.09  -0.44
C5 1.80 0.32 0.25  -0.07
N1 1.60 0.33 -1.18  -0.57
C6 0.68 1.10 -0.37  -0.11
H1 -2.08 2.00 -0.47  0.22
H2 -1.38 2.21 1.15  0.21
H3 -2.61 0.93 0.86  0.23
H4 -0.96 -0.90 1.79  0.23
H5 1.43 -0.67 2.11  0.22
H6 1.55 -1.80 0.80  0.22
H7 2.71 0.80 0.58  0.20
H8 1.17 -0.49 -1.54  0.36
H9 0.72 2.17 -0.53  0.21

Results
SMILES: C[C@]12S[C@H]1C[C@H]1N[C@H]12
Strongest force on any atom, eV Å⁻¹: 1.15
ΔE to the lowest compared entry with this formula, charge and spin, kcal/mol: 28.15
E_LUMO, Ha: 0.032
E, Eh: -686.91795